[1]
Here is 3 unconnected molecules or ions with the total composition C6H16N2O in a non-equilibrium geometry from the Open Molecules 2025 dataset. Energies are from ωB97M-V with the def2-TZVPD basis set.

Calculated values
LUMO energy ... 0.95 eV
HOMO energy ... -7.18 eV
Net charge ... 0
Relative energy (zero: lowest compared OMol25 entry of this formula, charge and spin) ... 313.8 kJ/mol
Molar mass ... 132.21 g/mol

Positions of all 25 atoms, in Å:
O 0.500 -1.608 0.676
N 2.098 -0.147 -1.099
N -1.118 -0.081 3.621
C -0.546 -0.198 2.329
C 0.060 -0.149 -2.387
C -0.312 1.116 1.647
C -0.146 -1.382 1.843
C -0.795 -0.923 -1.633
C -0.081 1.337 -2.481
H 0.199 0.981 0.696
H 0.622 -0.615 -3.186
H -1.922 0.536 3.638
H 0.887 1.830 -2.538
H -0.642 1.588 -3.384
H -1.258 1.632 1.455
H 1.935 -0.816 -0.329
H -1.661 -0.438 -1.198
H -0.398 -2.294 2.383
H -1.365 -0.976 4.022
H -0.959 -1.949 -1.937
H -0.624 1.740 -1.624
H 0.288 1.770 2.284
H 2.716 -0.553 -1.792
H 2.516 0.718 -0.771
H 0.006 -1.119 -0.233

natural (NBO) atomic charge list, values in e, 6 entries: O -0.790; N -1.073; N -0.819; C 0.083; C 0.048; C -0.651

[2]
Here is 2 unconnected molecules or ions with the total composition C7H12N2S in a non-equilibrium geometry from the Open Molecules 2025 dataset. Energies are from ωB97M-V with the def2-TZVPD basis set.

Calculated values
LUMO energy ... 0.74 eV
HOMO energy ... -8.89 eV
Net charge ... 0
Relative energy (zero: lowest compared OMol25 entry of this formula, charge and spin) ... 370.0 kJ/mol
Molar mass ... 156.25 g/mol

Positions of all 22 atoms, in Å:
S 0.854 -2.052 -1.038
N -1.290 -0.261 -0.525
N 2.751 0.675 -1.567
C -1.210 -0.241 0.880
C -0.914 -0.819 -2.885
C -0.586 -0.893 -1.340
C 3.086 0.994 -0.428
C -2.105 0.443 1.566
C 3.589 1.261 0.729
C -2.347 0.250 3.046
H -3.342 -0.107 3.202
H -0.702 -1.733 -3.397
H -1.906 -0.409 -2.967
H 3.318 0.523 1.541
H -1.604 -0.417 3.436
H 2.056 0.966 -2.135
H -0.212 -0.191 -3.266
H -2.342 1.110 3.590
H -0.411 -0.775 1.299
H -2.895 1.093 0.946
H 4.262 2.077 0.945
H 1.948 -1.493 -1.632

natural (NBO) atomic charge list, values in e, 6 entries: S -0.171; N -0.448; N -0.676; C -0.091; C -0.649; C 0.237

[3]
Here is a molecular structure, C3H3CuO2 in a non-equilibrium geometry from the Open Molecules 2025 dataset. Energies are from ωB97M-V with the def2-TZVPD basis set.

Calculated values
⟨S²⟩ ... 0.754
LUMO energy (alpha / beta) ... -5.68 / -5.83 eV
HOMO energy (alpha / beta) ... -13.98 / -15.44 eV
Multiplicity ... 2
Net charge ... +1
Relative energy (zero: lowest compared OMol25 entry of this formula, charge and spin) ... 76.7 kJ/mol
Molar mass ... 134.60 g/mol

Positions of all 9 atoms, in Å:
Cu 3.692 0.072 0.160
O -0.208 1.167 0.489
O 1.829 0.511 -0.312
C 0.638 0.357 -0.133
C -0.345 -0.696 -0.403
C -1.407 0.012 0.286
H -0.313 -1.540 -1.088
H -1.649 -0.287 1.312
H -2.238 0.404 -0.310

natural (NBO) atomic charge list, values in e, 6 entries: Cu 0.975; O -0.437; O -0.778; C 0.745; C -0.145; C -0.093

[4]
Here is a gas-phase ion, C3H12N2 (charge +2) in a non-equilibrium geometry from the Open Molecules 2025 dataset. Energies are from ωB97M-V with the def2-TZVPD basis set.

Calculated values
LUMO energy ... -6.95 eV
HOMO energy ... -21.09 eV
Net charge ... +2
Relative energy (zero: lowest compared OMol25 entry of this formula, charge and spin) ... 20.6 kJ/mol
Molar mass ... 76.14 g/mol

Positions of all 17 atoms, in Å:
N 1.474 1.538 1.334
N -1.930 -1.092 -1.214
C -0.524 -1.077 -0.669
C -0.111 0.278 -0.132
C 1.176 0.230 0.678
H 1.140 1.583 2.303
H 0.154 -1.493 -1.415
H 1.096 2.332 0.857
H -1.975 -0.748 -2.181
H 2.020 -0.093 0.061
H -0.919 0.739 0.446
H -2.225 -2.057 -1.325
H 1.180 -0.547 1.439
H -0.487 -1.814 0.100
H -2.513 -0.553 -0.574
H -0.025 1.009 -0.950
H 2.486 1.714 1.376

natural (NBO) atomic charge list, values in e, 6 entries: N -0.663; N -0.661; C -0.226; C -0.451; C -0.234; H 0.462